# 1
This record from the Open Molecules 2025 dataset describes a cluster of 9 separate species, C36H54O27 in total at a distorted geometry. The level of theory is the ωB97M-V functional and the def2-TZVPD basis.

Highest occupied orbital energy, eV: -9.308
Energy above the lowest of the compared OMol25 structures with the same formula, charge and spin, kJ/mol: 1563.0
Orbital gap, eV: 9.499
SMILES: C[C@H]1COC(=O)O1.C[C@H]1COC(=O)O1.C[C@H]1COC(=O)O1.C[C@H]1COC(=O)O1.C[C@H]1COC(=O)O1.C[C@H]1COC(=O)O1.C[C@H]1COC(=O)O1.C[C@H]1COC(=O)O1.C[C@H]1COC(=O)O1
Multiplicity: 1

Last column: Löwdin charge in e.
Geometry (Å):
C1 3.353427 0.341120 -0.366778  0.049
C2 4.382427 -0.214880 -1.434778  -0.203
C3 3.790427 -1.339880 -2.319778  0.000
O1 3.777427 -0.729880 -3.668778  0.050
C4 4.279427 0.545120 -3.545778  -0.475
O2 4.379427 1.348120 -4.514778  0.073
O3 4.625427 0.893120 -2.295778  0.068
H1 3.705427 1.145120 0.180222  0.073
H2 3.041427 -0.333880 0.195222  -0.023
H3 2.453427 0.747120 -0.910778  0.106
H4 5.387427 -0.366880 -1.153778  0.144
H5 2.795427 -1.407880 -2.054778  0.086
H6 4.237427 -2.196880 -2.386778  0.083
C5 0.679427 -2.528880 -4.370778  0.006
C6 0.686427 -0.963880 -4.750778  -0.296
C7 1.545427 -0.646880 -5.934778  -0.113
O4 0.608427 -0.549880 -6.940778  0.123
C8 -0.584573 -0.501880 -6.512778  -0.555
O5 -1.622573 -0.363880 -7.207778  0.078
O6 -0.639573 -0.659880 -5.159778  0.071
H7 0.004427 -2.706880 -3.567778  0.025
H8 1.820427 -2.802880 -3.987778  0.135
H9 0.279427 -3.222880 -5.105778  0.076
H10 1.044427 -0.347880 -3.906778  0.133
H11 2.420427 -1.305880 -6.001778  0.148
H12 1.835427 0.397120 -5.814778  0.134
C9 4.185427 4.812120 -2.146778  0.060
C10 2.784427 4.747120 -2.834778  -0.217
C11 2.919427 4.227120 -4.270778  0.020
O7 1.979427 3.026120 -4.246778  0.140
C12 1.435427 2.975120 -3.103778  -0.660
O8 0.617427 2.064120 -2.791778  0.071
O9 1.861427 3.807120 -2.235778  0.096
H13 4.458427 3.988120 -2.062778  -0.052
H14 4.104427 5.233120 -1.040778  0.151
H15 4.814427 5.417120 -2.590778  0.042
H16 2.095427 5.573120 -2.817778  0.146
H17 3.949427 4.137120 -4.427778  0.112
H18 2.666427 5.058120 -4.798778  0.101
C13 3.928427 -6.069880 0.944222  -0.053
C14 3.452427 -4.603880 0.956222  -0.217
C15 2.649427 -4.191880 2.237222  -0.094
O10 3.245427 -3.002880 2.579222  0.063
C16 4.258427 -2.619880 1.878222  -0.695
O11 5.037427 -1.758880 2.075222  0.166
O12 4.477427 -3.481880 0.930222  0.102
H19 4.628427 -6.352880 1.751222  0.079
H20 4.548427 -6.333880 0.005222  0.108
H21 3.099427 -6.804880 1.003222  0.094
H22 2.796427 -4.653880 0.061222  0.137
H23 2.729427 -4.891880 3.040222  0.121
H24 1.515427 -3.870880 2.003222  0.178
C17 0.092427 -2.809880 5.264222  -0.014
C18 -0.736573 -1.774880 5.873222  -0.300
C19 -1.549573 -0.936880 4.904222  -0.166
O13 -2.799573 -1.417880 5.012222  -0.031
C20 -2.856573 -2.261880 6.148222  -0.389
O14 -4.022573 -2.635880 6.526222  0.082
O15 -1.658573 -2.505880 6.605222  0.129
H25 0.468427 -3.521880 5.999222  0.104
H26 0.931427 -2.346880 4.829222  0.070
H27 -0.431573 -3.372880 4.484222  0.118
H28 -0.270573 -1.157880 6.612222  0.160
H29 -1.153573 -0.924880 3.974222  0.029
H30 -1.502573 0.083120 5.086222  0.134
C21 -0.024573 6.700120 0.796222  -0.011
C22 -1.077573 5.527120 0.734222  -0.226
C23 -0.367573 4.185120 0.252222  -0.132
O16 -0.838573 3.214120 1.073222  0.067
C24 -1.586573 3.794120 2.066222  -0.562
O17 -2.127573 3.161120 2.873222  0.191
O18 -1.544573 5.145120 2.042222  0.103
H31 -0.557573 7.626120 0.776222  0.058
H32 0.553427 6.735120 -0.211778  0.105
H33 0.777427 6.684120 1.520222  0.077
H34 -1.835573 5.726120 0.021222  0.136
H35 0.525427 4.203120 0.499222  0.044
H36 -0.451573 4.113120 -0.848778  0.151
C25 0.214427 -0.670880 2.296222  0.006
C26 -0.686573 -0.885880 1.047222  -0.160
C27 -0.196573 0.049120 -0.139778  -0.005
O19 0.447427 -1.013880 -0.920778  0.101
C28 0.207427 -2.165880 -0.572778  -0.713
O20 0.620427 -3.199880 -1.222778  0.030
O21 -0.510573 -2.202880 0.437222  0.140
H37 -0.077573 -1.186880 3.242222  0.049
H38 -0.093573 0.241120 2.784222  0.083
H39 1.264427 -0.378880 2.216222  0.099
H40 -1.801573 -0.419880 1.112222  0.187
H41 0.288427 0.970120 -0.019778  0.105
H42 -0.948573 0.465120 -0.719778  0.094
C29 -6.839573 0.055120 3.888222  -0.090
C30 -5.651573 -0.149880 3.047222  -0.280
C31 -4.420573 0.823120 3.290222  0.017
O22 -3.319573 -0.109880 3.002222  0.052
C32 -3.609573 -1.306880 3.149222  -0.677
O23 -2.884573 -2.300880 3.228222  0.099
O24 -4.956573 -1.512880 3.320222  0.075
H43 -6.588573 -0.120880 5.071222  0.149
H44 -7.514573 -0.737880 3.528222  0.079
H45 -7.267573 1.133120 3.695222  0.125
H46 -6.180573 -0.169880 1.893222  0.199
H47 -4.087573 0.938120 4.335222  0.154
H48 -4.566573 1.687120 2.697222  0.114
C33 -3.218573 -1.283880 -3.119778  -0.033
C34 -4.078573 -0.510880 -2.228778  -0.361
C35 -4.245573 -1.141880 -0.792778  -0.050
O25 -4.272573 0.010120 -0.019778  0.091
C36 -3.831573 1.007120 -0.662778  -0.544
O26 -3.560573 2.137120 -0.182778  0.091
O27 -3.494573 0.758120 -1.983778  0.104
H49 -3.750573 -2.375880 -3.213778  0.151
H50 -2.232573 -1.472880 -2.670778  0.077
H51 -3.145573 -0.901880 -4.200778  0.116
H52 -5.037573 -0.500880 -2.659778  0.137
H53 -3.354573 -1.813880 -0.467778  0.178
H54 -5.096573 -1.621880 -0.951778  0.088

Forces on atoms 1 to 2 (eV/Å):
C 1.849 3.952 -7.166
C -1.313 0.902 0.994

---

# 2
This record from the Open Molecules 2025 dataset describes a cluster of 14 separate species, C5H38NO14S in total at a distorted geometry. The level of theory is the ωB97M-V functional and the def2-TZVPD basis.

Highest occupied orbital energy, eV: -6.663
Energy above the lowest of the compared OMol25 structures with the same formula, charge and spin, kJ/mol: 180.4
Orbital gap, eV: 8.861
Multiplicity: 1
Charge: -1

Last column: Löwdin charge in e.
Geometry (Å):
C1 -0.948426 0.027512 1.525014  -0.110
N1 0.231899 0.547862 0.858633  -0.080
C2 -0.171531 1.235303 -0.446099  -0.295
C3 0.976155 1.564789 -1.429340  -0.217
C4 0.539899 1.293312 -2.846121  -0.561
S1 1.902747 0.792939 -3.937001  0.693
C5 -1.076523 2.429655 -0.153966  -0.153
O1 -0.279882 3.528442 0.387746  -0.145
H1 -1.799502 -0.043287 0.831872  0.078
H2 -1.291617 0.722697 2.325212  0.086
H3 -0.669499 -0.824643 2.151076  0.069
H4 1.248042 1.716174 1.767574  0.015
H5 -0.866920 0.502840 -0.936913  0.123
H6 1.335575 2.577300 -1.267050  0.082
H7 1.770577 0.878840 -1.072060  0.109
H8 -0.058605 2.045893 -3.366310  0.082
H9 -0.095873 0.393686 -2.861017  0.040
H10 2.562434 1.954511 -3.671625  -0.140
H11 -1.813587 2.174397 0.611967  0.107
H12 -1.579759 2.906033 -0.997286  0.129
H13 -3.089185 -2.527603 -0.386695  -0.015
H14 -3.835827 -1.157675 -0.662201  -0.014
O2 -3.652668 -1.837550 0.010134  -0.091
H15 2.137660 -2.108822 2.854610  0.015
H16 2.101970 -3.128164 1.753191  -0.003
O3 2.220917 -3.059127 2.713656  -0.074
H17 2.714063 0.328888 2.357686  0.008
H18 2.813498 1.302793 3.514273  0.017
O4 3.005956 0.394283 3.272772  -0.048
H19 0.046524 -2.998342 2.598590  0.030
H20 0.147620 -3.134673 1.079751  0.007
O5 -0.487122 -3.150877 1.807461  -0.063
H21 1.096176 -2.276257 -0.666707  -0.033
H22 0.483226 -3.145751 -1.947058  0.017
O6 0.014953 -2.400319 -1.557036  -0.276
H23 1.442385 2.839679 2.720811  0.066
H24 1.437692 4.807719 -0.918861  0.019
O7 1.751270 2.570276 1.844343  -0.087
H25 -1.298568 -3.693477 -0.388690  0.008
H26 -2.394789 -3.841956 0.559846  0.025
O8 -2.182366 -4.108507 -0.347214  -0.077
H27 4.328021 2.272461 -0.638837  0.027
H28 4.293049 1.503929 0.679524  0.014
O9 4.783284 1.583062 -0.146855  -0.056
H29 -3.112305 -2.237814 2.847747  0.016
H30 -3.602042 -0.757477 2.863071  0.021
O10 -3.490069 -1.546035 3.396629  -0.063
H31 -0.004285 4.340129 -1.146729  0.017
H32 0.604904 3.281012 0.731304  0.034
O11 0.740457 4.847657 -1.576023  -0.098
H33 -3.788804 0.347661 -2.675782  0.052
H34 -2.612578 -0.360067 -2.089623  0.000
O12 -3.423095 0.134291 -1.810533  -0.093
H35 2.751936 -1.922362 -0.308903  0.035
H36 0.875415 -0.187770 0.545568  0.082
O13 1.887771 -2.153187 0.032681  -0.158
H37 -2.163867 -2.145121 -2.870994  0.027
H38 -0.859468 -1.696359 -2.386135  -0.015
O14 -1.597309 -1.402818 -3.133060  -0.186

Forces on atoms 1 to 2 (eV/Å):
C -0.142 0.822 1.498
N 0.796 1.136 -1.646

---

- Which of these has the lowest highest occupied orbital energy?
  C36H54O27